[1]
The following is a DFT calculation (ωB97M-V/def2-TZVPD) of C12H21Br2CuN3 as an isolated structure in a non-equilibrium geometry.

```
39
C12H21Br2CuN3 ωB97M-V/def2-TZVPD
Cu -0.48 -0.36 1.20
Br 0.18 -2.50 -0.47
Br -1.92 -1.11 3.44
C -2.97 -0.03 -3.88
C -3.53 -1.40 -3.51
C -3.00 -1.97 -2.20
C -2.89 -1.07 -1.08
N -2.80 -0.38 -0.18
H -1.93 -0.11 -4.19
H -2.97 0.62 -3.00
H -3.50 0.39 -4.73
H -3.33 -2.13 -4.29
H -4.62 -1.30 -3.44
H -1.97 -2.31 -2.38
H -3.48 -2.93 -1.98
C 2.10 2.75 -3.92
C 1.38 1.96 -2.81
C 1.65 2.53 -1.42
C 0.70 1.99 -0.45
N -0.08 1.57 0.27
H 1.78 3.79 -3.94
H 1.99 2.25 -4.88
H 3.18 2.72 -3.72
H 1.78 0.94 -2.87
H 0.33 1.83 -3.07
H 1.68 3.62 -1.40
H 2.64 2.19 -1.11
C 0.66 -0.70 5.97
C 1.68 -1.65 5.37
C 2.72 -0.91 4.50
C 2.13 -0.50 3.22
N 1.69 -0.22 2.20
H -0.12 -1.25 6.51
H 0.12 -0.12 5.23
H 1.11 -0.07 6.75
H 1.21 -2.44 4.78
H 2.24 -2.13 6.18
H 3.57 -1.56 4.28
H 3.08 -0.02 5.02
```

Charge: -1


[2]
The following is a DFT calculation (ωB97M-V/def2-TZVPD) of C2H2AlLiO2 as an isolated structure in a non-equilibrium geometry.

```
8
C2H2AlLiO2 ωB97M-V/def2-TZVPD
C -0.21 -1.17 1.31
C -1.15 -0.36 0.67
O -0.92 0.13 -0.50
O 0.98 -1.46 0.66
H -1.98 0.05 1.27
Al 1.40 -0.42 1.96
Li 0.66 -0.72 -1.07
H -0.97 -1.64 2.06
```

Charge: +2
Energy relative to the best compared isomer or geometry (same formula, charge and spin) (kJ/mol): 167.0


[3]
The following is a DFT calculation (ωB97M-V/def2-TZVPD) of C28H27BrN4O2PdS as an isolated structure.

```
64
C28H27BrN4O2PdS ωB97M-V/def2-TZVPD
Pd 0.36 -0.19 -0.18
O -2.47 -0.92 5.44
C -1.77 -0.83 4.32
C -0.38 -1.01 4.24
C 0.23 -0.87 3.02
N -0.43 -0.58 1.89
C -1.75 -0.43 1.99
Br -2.62 -0.04 0.37
C -2.48 -0.53 3.15
H -1.91 -1.13 6.21
H 0.20 -1.25 5.12
H 1.30 -1.00 2.94
H -3.55 -0.39 3.18
C 5.11 0.20 -1.57
C 5.05 1.09 -0.33
N 4.11 2.20 -0.49
C 4.59 3.46 -1.10
C 4.15 3.67 -2.54
C 2.85 2.13 -0.09
S 2.39 0.70 0.87
N 2.00 3.10 -0.31
C 0.68 3.02 -0.03
O 0.05 1.95 0.21
C -0.07 4.28 0.00
C 0.57 5.50 -0.26
C -0.15 6.68 -0.24
C -1.51 6.65 0.04
C -2.15 5.45 0.29
C -1.44 4.26 0.28
H 5.82 -0.61 -1.40
H 5.44 0.76 -2.44
H 4.13 -0.24 -1.78
H 6.02 1.53 -0.11
H 4.77 0.51 0.55
H 5.68 3.42 -1.04
H 4.25 4.28 -0.48
H 4.44 2.83 -3.18
H 4.64 4.56 -2.93
H 3.08 3.82 -2.60
H 1.63 5.51 -0.48
H 0.35 7.62 -0.44
H -2.07 7.57 0.05
H -3.21 5.44 0.51
H -1.93 3.32 0.48
C 0.24 -4.65 -0.41
C 0.30 -4.85 -1.78
C 0.39 -3.75 -2.62
C 0.43 -2.49 -2.06
N 0.38 -2.30 -0.73
C 0.28 -3.36 0.08
C 0.49 -1.24 -2.85
C -0.26 -1.04 -4.00
C -0.21 0.17 -4.67
C 0.60 1.22 -4.21
C 1.38 1.04 -3.08
C 1.22 -0.14 -2.38
H 0.16 -5.48 0.28
H 0.28 -5.85 -2.18
H 0.45 -3.87 -3.69
H 0.23 -3.15 1.14
H -0.91 -1.84 -4.36
H -0.79 0.31 -5.57
H 0.63 2.15 -4.75
H 2.05 1.82 -2.75
```

2S+1: 5
Charge: +2
Expectation value of S²: 6.0180


[4]
The following is a DFT calculation (ωB97M-V/def2-TZVPD) of C22H37BaClP2 as an isolated structure in a non-equilibrium geometry.

```
63
C22H37BaClP2 ωB97M-V/def2-TZVPD
P 1.37 1.50 0.85
P -0.53 -1.54 -1.03
C 0.73 1.02 -0.82
C -0.61 0.33 -1.06
H 1.49 0.29 -1.12
H 0.84 1.83 -1.55
H -1.49 0.78 -0.60
H -0.97 0.59 -2.03
C -0.69 -1.63 -2.85
H -0.23 -2.54 -3.23
H -0.21 -0.80 -3.35
H -1.75 -1.63 -3.12
C -2.19 -2.21 -0.59
H -2.88 -1.91 -1.36
H -2.69 -2.18 0.38
H -2.02 -3.28 -0.70
C 2.50 2.86 0.39
H 3.38 2.78 1.03
H 2.04 3.84 0.51
H 2.85 2.72 -0.62
C 0.38 1.96 2.29
H -0.51 1.46 2.72
H 0.07 3.00 2.16
H 1.03 1.93 3.17
Ba -2.29 0.03 1.55
C -3.82 0.63 -0.62
C -3.32 0.65 -1.89
C -3.11 1.89 -2.71
C -2.51 3.09 -1.96
C -1.68 2.88 -0.74
C -2.17 2.59 0.48
C -3.61 2.81 0.74
C -4.50 1.85 -0.09
C 2.75 0.40 1.11
H -4.01 -0.31 -0.07
H -3.17 -0.29 -2.42
H -4.06 2.21 -3.17
H -2.47 1.66 -3.57
H -1.89 3.65 -2.67
H -3.30 3.80 -1.73
H -0.62 3.11 -0.88
H -1.53 2.67 1.35
H -3.88 3.85 0.51
H -3.85 2.73 1.81
H -5.34 1.53 0.54
H -4.98 2.44 -0.87
H 2.47 -0.47 1.68
H 3.57 0.96 1.59
H 3.12 0.04 0.14
Cl 1.41 -3.75 2.99
C 2.97 -3.94 2.38
C 3.95 -4.57 3.15
C 5.26 -4.65 2.64
C 5.58 -4.05 1.42
C 4.63 -3.38 0.68
C 3.25 -3.42 1.07
C 2.26 -2.94 0.24
H 3.69 -5.00 4.12
H 6.02 -5.18 3.22
H 6.61 -4.12 1.05
H 4.89 -2.88 -0.24
H 2.50 -2.28 -0.57
H 1.28 -3.39 0.27
```

Charge: 0
Energy relative to the best compared isomer or geometry (same formula, charge and spin) (kJ/mol): 212.9


[5]
The following is a DFT calculation (ωB97M-V/def2-TZVPD) of C4H7NO2 as an isolated structure in a non-equilibrium geometry.

```
14
C4H7NO2 ωB97M-V/def2-TZVPD
C -2.02 0.63 0.03
C -0.61 0.15 0.04
O -0.44 -1.14 -0.49
C 0.97 -1.28 -0.46
C 1.44 0.10 -0.03
N 2.44 0.42 0.66
O 0.41 0.93 -0.58
H -2.07 1.62 0.49
H -2.57 -0.07 0.68
H -2.49 0.64 -0.95
H -0.20 0.11 1.07
H 1.37 -1.39 -1.47
H 1.26 -2.14 0.15
H 2.51 1.41 0.88
```

Charge: 0
Energy relative to the best compared isomer or geometry (same formula, charge and spin) (kJ/mol): 203.9


[6]
The following is a DFT calculation (ωB97M-V/def2-TZVPD) of a 2-piece molecular cluster, C4H3O2 overall in a non-equilibrium geometry.

```
9
C4H3O2 ωB97M-V/def2-TZVPD
C 1.21 -0.80 2.35
C 1.06 -0.29 1.29
C -1.42 -0.21 -1.24
C 0.54 1.18 -0.99
O 1.28 2.05 -0.95
O -0.19 0.26 -1.28
H 1.28 -1.35 3.26
H -2.22 0.37 -0.82
H -1.54 -1.21 -1.62
```

Charge: +1
Energy relative to the best compared isomer or geometry (same formula, charge and spin) (kJ/mol): 710.5


[7]
The following is a DFT calculation (ωB97M-V/def2-TZVPD) of a 10-piece molecular cluster, C44H89Cl18N3O3PS overall in a non-equilibrium geometry.

```
159
C44H89Cl18N3O3PS ωB97M-V/def2-TZVPD
C 0.08 3.95 -4.14
C -0.09 3.43 -2.58
C -1.65 2.92 -2.24
C -1.50 1.60 -1.31
C -1.18 0.24 -2.16
S -0.76 0.31 -3.98
C -0.05 -0.83 -1.58
C 1.44 -0.17 -1.36
C 2.62 -1.24 -0.98
C 2.63 -1.76 0.57
C 2.83 -0.59 1.70
C 2.21 -0.97 3.19
C 0.65 -1.49 3.14
C -0.22 -1.19 4.50
O -1.63 -0.79 4.24
C -2.46 -2.00 4.49
C -2.46 -3.21 3.35
O -3.22 -2.10 5.62
C -2.62 -0.51 -1.99
C -3.72 -0.51 -3.19
C -4.31 0.96 -3.62
N -5.12 1.05 -4.76
N -3.05 -0.10 -0.57
P -4.64 -0.72 0.01
C -6.12 0.10 -0.88
C -4.77 -2.61 -0.45
C -3.40 -3.45 -0.05
C -2.59 1.29 -0.08
N -1.57 1.24 1.09
C -3.65 2.49 0.12
C -4.68 2.47 1.35
C -4.36 1.55 2.64
O -3.65 2.27 3.76
C -4.21 1.83 5.07
H -0.80 3.58 -4.83
H 1.07 3.46 -4.57
H 0.19 5.12 -4.20
H 0.13 4.36 -1.90
H 0.70 2.56 -2.45
H -2.16 3.86 -1.77
H -2.14 2.75 -3.31
H -0.45 1.79 -0.77
H -0.12 -0.86 -4.43
H -0.38 -1.33 -0.57
H 0.03 -1.68 -2.41
H 1.70 0.46 -2.32
H 1.35 0.59 -0.47
H 2.56 -2.17 -1.70
H 3.66 -0.69 -1.23
H 3.56 -2.49 0.68
H 1.68 -2.43 0.73
H 2.48 0.48 1.38
H 4.01 -0.50 1.88
H 2.23 -0.04 3.93
H 2.87 -1.80 3.70
H 0.70 -2.68 3.03
H 0.16 -1.05 2.15
H 0.25 -0.37 5.19
H -0.26 -2.20 5.12
H -3.49 -3.22 2.76
H -1.64 -2.98 2.52
H -2.20 -4.27 3.79
H -2.33 -1.65 -1.90
H -3.31 -1.02 -4.19
H -4.68 -1.17 -2.90
H -4.15 1.97 -3.04
H -5.41 2.06 -4.90
H -2.40 -0.73 -0.01
H -5.93 1.19 -1.27
H -6.51 -0.56 -1.79
H -7.03 0.16 -0.12
H -5.62 -3.03 0.28
H -5.15 -2.79 -1.53
H -2.95 -3.86 -1.05
H -2.62 -2.81 0.59
H -3.68 -4.37 0.65
H -1.15 2.18 1.25
H -0.86 0.49 0.93
H -3.02 3.51 0.20
H -4.27 2.60 -0.89
H -5.77 2.18 0.95
H -4.81 3.59 1.74
H -5.40 1.19 3.11
H -3.74 0.57 2.44
H -4.56 0.70 5.07
H -5.05 2.57 5.46
H -3.34 1.89 5.88
Cl 4.50 -5.17 -2.74
C 4.32 -4.57 -4.40
C 3.82 -3.13 -4.45
Cl 2.13 -2.99 -3.91
H 3.65 -5.25 -4.94
H 5.31 -4.63 -4.87
H 3.85 -2.76 -5.48
H 4.43 -2.47 -3.83
Cl -0.45 8.38 -6.16
C -0.88 9.27 -4.67
C -0.36 8.58 -3.42
Cl -1.20 7.04 -3.10
H -1.97 9.38 -4.65
H -0.43 10.26 -4.76
H -0.52 9.22 -2.55
H 0.72 8.37 -3.49
Cl 6.79 -0.51 -5.81
C 7.45 -1.54 -7.10
C 6.36 -2.11 -8.00
Cl 5.35 -3.31 -7.15
H 8.04 -2.34 -6.64
H 8.13 -0.92 -7.69
H 6.81 -2.62 -8.85
H 5.71 -1.32 -8.38
Cl 4.35 4.17 -3.01
C 5.01 3.13 -4.30
C 3.92 2.57 -5.20
Cl 2.91 1.37 -4.35
H 5.60 2.34 -3.83
H 5.69 3.76 -4.89
H 4.37 2.06 -6.05
H 3.26 3.36 -5.58
Cl -0.30 -5.41 -2.91
C 0.68 -6.00 -1.55
C -0.14 -6.20 -0.29
Cl -0.70 -4.66 0.40
H 1.50 -5.29 -1.39
H 1.12 -6.95 -1.87
H 0.46 -6.69 0.48
H -1.02 -6.83 -0.48
Cl -9.55 5.38 3.78
C -9.15 4.27 5.12
C -7.85 3.52 4.87
Cl -8.01 2.34 3.54
H -9.99 3.59 5.26
H -9.05 4.88 6.02
H -7.57 2.95 5.76
H -7.03 4.20 4.62
Cl 5.34 1.02 -0.16
C 5.82 2.10 1.17
C 7.23 1.83 1.66
Cl 7.36 0.26 2.49
H 5.08 1.99 1.98
H 5.75 3.13 0.79
H 7.53 2.59 2.38
H 7.95 1.83 0.84
Cl -1.29 -6.15 5.02
C -1.71 -5.27 6.50
C -1.19 -5.96 7.75
Cl -2.03 -7.49 8.07
H -2.80 -5.15 6.53
H -1.27 -4.27 6.41
H -1.36 -5.32 8.62
H -0.12 -6.16 7.68
Cl 6.66 0.86 6.97
C 7.20 -0.59 6.09
C 8.45 -1.20 6.70
Cl 9.88 -0.17 6.48
H 7.36 -0.31 5.04
H 6.37 -1.30 6.12
H 8.66 -2.16 6.22
H 8.32 -1.38 7.77
```

Charge: +1


[8]
The following is a DFT calculation (ωB97M-V/def2-TZVPD) of a 3-piece molecular cluster, C4H9NO2 overall in a non-equilibrium geometry.

```
16
C4H9NO2 ωB97M-V/def2-TZVPD
C -1.81 1.55 1.12
N -1.92 0.33 1.57
C -0.71 -0.44 1.58
C 1.51 -0.18 -1.73
C 0.56 0.73 -1.95
O 1.34 -2.24 0.01
O -0.87 2.14 0.51
H -2.73 2.15 1.26
H -0.23 -0.56 0.59
H -0.90 -1.49 1.84
H 0.05 -0.07 2.27
H 1.73 -0.96 -2.44
H 1.99 -0.12 -0.76
H -0.02 1.20 -1.14
H 0.38 1.13 -2.95
H 1.64 -3.15 0.21
```

2S+1: 2
Charge: -1
Expectation value of S²: 0.7552
Energy relative to the best compared isomer or geometry (same formula, charge and spin) (kJ/mol): 334.8


Number 1: E_tot -7422.73223 hartree. Number 2: E_tot -477.07412 hartree. Number 3: E_tot -4552.15654 hartree. Number 4: E_tot -2028.41237 hartree. Number 5: E_tot -361.80319 hartree. Number 6: E_tot -304.07318 hartree. Number 7: E_tot -11142.16900 hartree. Number 8: E_tot -362.90751 hartree.